DFT (the ωB97M-V functional and the def2-TZVPD basis) results for 2 unconnected molecules or ions with the total composition C2H3N3O2 at a distorted geometry.

The geometry in XYZ format:
```
10
Properties=species:S:1:pos:R:3
C -0.3750 -0.4063 0.0596
N 1.0062 -0.5724 0.3498
C -0.5524 1.1365 0.1543
O 0.2335 1.7876 -0.7152
N 1.5093 -2.3105 -0.4884
N 1.2191 -2.5395 0.5668
O -1.3434 1.6548 0.8877
H 0.0544 2.7378 -0.6234
H -1.0805 -0.8319 0.7793
H -0.6712 -0.6560 -0.9705
```

The LUMO energy (spin up / spin down) is -0.85 / -0.83 eV. The gap between HOMO and LUMO (spin up / spin down) is 8.7616 / 8.7612 eV. The calculation puts the highest occupied orbital energy (spin up / spin down) at -9.61 / -9.59 eV.

Mulliken population analysis, charges in e, atoms 1 to 4: -0.15 -0.32 0.46 -0.41

***

DFT (the ωB97M-V functional and the def2-TZVPD basis) results for C6H6 in the gas phase at a distorted geometry.

The geometry in XYZ format:
```
12
Properties=species:S:1:pos:R:3
C 3.1332 0.5005 0.3159
C 2.2492 -0.0389 -0.3098
C 1.1139 -0.8209 -0.7036
C -0.2253 -0.3012 -0.3398
C -1.3221 0.1304 -0.0580
C -2.6498 0.6496 0.3236
H 3.7895 0.3938 1.1479
H 1.1020 -1.3872 -1.6334
H 1.8323 -1.5008 -0.0267
H -2.6253 1.0985 1.3237
H -2.9920 1.4212 -0.3750
H -3.4056 -0.1449 0.3351
```

The LUMO energy is 0.89 eV. The gap between HOMO and LUMO is 9.8973 eV. The calculation puts the highest occupied orbital energy at -9.01 eV. As for the SMILES: C#CCC#CC.

Mulliken population analysis, charges in e, atoms 1 to 4: -0.19 -0.25 -0.81 -0.14

***

no.,E_tot (eV)
1,-10684.0743
2,-6313.8144